(1)
DFT (ωB97M-V/def2-TZVPD) results for C27H45F3I2N2O9S as an isolated structure at a distorted geometry.

Cartesian coordinates (Å):
C 6.14 -2.55 1.33
C 5.12 -3.34 0.54
I 6.10 -5.14 -0.13
C 4.54 -2.54 -0.64
C 3.11 -1.98 -0.52
C 2.97 -1.30 0.83
C 1.87 -0.27 1.02
O 1.72 0.66 0.31
O 1.08 -0.46 2.10
O 3.01 -1.02 -1.58
C 2.67 -1.65 -2.70
O 2.73 -1.21 -3.78
O 2.29 -2.94 -2.40
C 2.05 -2.99 -1.02
I 2.19 -5.03 -0.44
S 0.23 -2.57 -0.99
O 0.02 -1.18 -1.21
O -0.39 -3.50 -1.86
C -0.43 -2.99 0.74
F -1.15 -1.94 1.16
F 0.57 -3.24 1.62
F -1.20 -4.08 0.64
H 5.67 -1.73 1.86
H 6.94 -2.19 0.69
H 6.59 -3.19 2.07
H 4.36 -3.69 1.22
H 4.61 -3.14 -1.54
H 5.15 -1.65 -0.76
H 3.88 -0.73 0.96
H 2.95 -2.05 1.61
H 1.54 -1.01 2.74
C 1.13 6.05 -4.48
C 2.49 5.31 -4.39
C 2.83 4.67 -5.74
C 1.99 3.43 -6.07
C 2.04 2.42 -4.92
C 1.66 3.03 -3.57
N 2.46 4.26 -3.33
O 3.65 3.98 -2.91
C 0.15 3.32 -3.53
C 1.93 2.03 -2.46
C 3.54 6.35 -4.04
H 0.61 6.03 -3.52
H 1.29 7.10 -4.73
H 0.47 5.64 -5.24
H 3.89 4.39 -5.74
H 2.71 5.42 -6.52
H 0.96 3.72 -6.28
H 2.38 2.97 -6.98
H 1.38 1.58 -5.13
H 3.06 2.01 -4.85
H -0.12 3.84 -2.62
H -0.39 2.38 -3.55
H -0.21 3.90 -4.38
H 2.96 1.68 -2.46
H 1.28 1.16 -2.59
H 1.71 2.46 -1.48
H 3.35 6.79 -3.07
H 3.52 7.14 -4.79
H 4.55 5.93 -4.03
C -6.26 0.02 4.41
C -6.01 -1.40 4.97
C -4.85 -1.38 5.97
C -3.48 -1.22 5.32
C -3.27 -2.26 4.22
C -4.39 -2.26 3.19
N -5.71 -2.37 3.87
O -5.96 -3.58 4.22
C -4.30 -1.00 2.31
C -4.21 -3.44 2.24
C -7.28 -1.84 5.68
H -6.62 -0.03 3.38
H -7.02 0.53 4.99
H -5.37 0.65 4.43
H -4.86 -2.32 6.54
H -5.03 -0.58 6.69
H -3.36 -0.21 4.92
H -2.70 -1.33 6.08
H -2.32 -2.08 3.71
H -3.20 -3.25 4.68
H -5.15 -0.94 1.63
H -3.40 -1.06 1.70
H -4.24 -0.07 2.86
H -4.15 -4.39 2.75
H -3.28 -3.30 1.70
H -5.02 -3.49 1.51
H -8.12 -1.90 4.98
H -7.53 -1.10 6.44
H -7.17 -2.80 6.17

Spin multiplicity = 3
HOMO energy (spin up / spin down) = -7.9 / -9.0 eV
LUMO level (spin up / spin down) = -0.60 / -0.60 eV
Orbital gap (spin up / spin down) = 7.28 / 8.35 eV

---

(2)
DFT (ωB97M-V/def2-TZVPD) results for C23H16Cl5IN4O5SSm as an isolated structure.

Cartesian coordinates (Å):
Sm -0.40 0.01 0.19
C -0.95 4.58 0.36
C 0.35 4.23 -0.30
N 1.28 5.16 -0.37
C 2.46 4.87 -0.94
C 2.78 3.63 -1.44
C 4.16 3.42 -2.01
O 4.15 3.14 -3.41
C 1.82 2.60 -1.37
C 2.15 1.28 -1.86
N 1.50 0.19 -1.62
C 2.03 -0.99 -2.18
C 3.39 -1.27 -2.16
C 3.88 -2.46 -2.69
C 3.00 -3.38 -3.24
C 1.64 -3.13 -3.24
C 1.16 -1.94 -2.71
I -0.89 -1.59 -2.61
C 0.56 2.91 -0.82
O -0.39 2.04 -0.75
H -1.45 5.37 -0.21
H -0.75 4.98 1.35
H -1.61 3.72 0.43
H 3.19 5.67 -0.96
H 4.65 2.57 -1.54
H 4.77 4.31 -1.81
H 3.53 3.75 -3.82
H 3.02 1.24 -2.51
H 4.07 -0.58 -1.68
H 4.94 -2.67 -2.65
H 3.38 -4.31 -3.65
H 0.95 -3.85 -3.65
Cl 0.63 5.36 5.41
C 0.79 4.07 4.28
C -0.29 3.26 3.98
Cl -1.82 3.52 4.73
C -0.15 2.24 3.05
Cl -1.49 1.22 2.61
C 1.06 1.98 2.38
O 1.15 1.06 1.49
C 2.15 2.82 2.72
Cl 3.64 2.53 1.91
C 2.01 3.84 3.64
Cl 3.36 4.86 3.99
N -1.79 -1.91 1.57
C -3.24 -1.69 1.52
C -3.62 -0.53 0.56
O -4.77 -0.16 0.52
O -2.63 -0.05 -0.12
H -1.50 -2.74 1.07
H -1.44 -2.02 2.51
H -3.63 -1.44 2.51
H -3.79 -2.57 1.19
S 1.71 -3.71 2.62
C 1.29 -2.67 1.45
N 0.95 -1.92 0.61

Spin multiplicity = 6
HOMO energy (spin up / spin down) = -5.6 / -5.7 eV
LUMO level (spin up / spin down) = 1.85 / 1.85 eV
Net charge = -1
Orbital gap (spin up / spin down) = 7.49 / 7.51 eV
Energy relative to the best compared isomer or geometry (same formula, charge and spin) = 0.089 eV

---

(3)
DFT (ωB97M-V/def2-TZVPD) results for a 2-piece molecular cluster, C3H10N2 overall at a distorted geometry.

Cartesian coordinates (Å):
C 0.41 -4.80 -3.52
N 0.15 -3.87 -4.36
H 0.59 -4.65 -2.46
H -0.35 -5.61 -3.60
H -0.13 -4.30 -5.23
C -1.08 2.87 2.26
N -0.02 2.77 1.27
C 1.03 1.82 1.83
H -1.60 1.79 2.42
H -1.91 3.42 1.81
H -0.77 3.42 3.16
H -0.33 2.22 0.44
H 0.83 0.78 1.72
H 2.03 2.06 1.38
H 1.14 2.09 2.88

Spin multiplicity = 1
HOMO energy = -9.0 eV
LUMO level = 0.83 eV
Orbital gap = 9.86 eV
Energy relative to the best compared isomer or geometry (same formula, charge and spin) = 2.835 eV
SMILES = C=N.CNC

---

(4)
DFT (ωB97M-V/def2-TZVPD) results for C15H23CoF5NP as an isolated structure at a distorted geometry.

Cartesian coordinates (Å):
C 0.62 3.10 -2.22
C -0.68 2.64 -2.01
C -0.90 1.58 -1.12
C 0.17 0.95 -0.51
C 1.46 1.43 -0.69
C 1.70 2.54 -1.52
C -2.29 1.12 -0.84
C -2.45 -0.27 -0.25
N -1.70 -1.46 -0.83
Co -0.37 -0.58 0.79
C 2.55 0.74 0.07
P 1.84 -0.89 0.66
H -1.55 3.10 -2.50
H 2.72 2.94 -1.61
H 0.79 3.92 -2.90
H 2.90 1.32 0.94
H 3.46 0.58 -0.54
H -2.75 1.78 -0.08
H -2.95 1.15 -1.71
H -2.33 -0.22 0.89
C 3.14 -1.40 1.81
C 2.21 -1.80 -0.88
H -3.55 -0.49 -0.35
C -1.18 -1.28 -2.21
C -2.61 -2.66 -0.84
H 0.52 -0.83 2.12
H -1.89 -1.75 -2.90
H -1.16 -0.24 -2.53
H -0.18 -1.75 -2.31
H -2.85 -2.87 -1.90
H -2.19 -3.56 -0.35
H -3.60 -2.39 -0.43
H 3.29 -1.91 -1.02
H 1.73 -2.78 -0.81
H 1.80 -1.28 -1.75
H 4.14 -1.34 1.36
H 3.11 -0.76 2.71
H 2.95 -2.44 2.11
H -0.01 -2.06 0.94
F -2.24 0.60 2.75
C -0.91 0.89 2.40
F -0.94 2.18 1.88
C -0.14 1.05 3.73
F -0.08 -0.07 4.48
F 1.14 1.47 3.49
F -0.74 2.01 4.49

Spin multiplicity = 4
HOMO energy (spin up / spin down) = -6.7 / -8.5 eV
LUMO level (spin up / spin down) = 0.15 / -0.15 eV
Orbital gap (spin up / spin down) = 6.83 / 8.33 eV

---

(5)
DFT (ωB97M-V/def2-TZVPD) results for one molecule with the formula C19H20O5.

Cartesian coordinates (Å):
C -2.28 3.09 -1.04
C -1.10 2.70 -0.15
O -1.03 1.30 0.08
C -0.54 0.46 -0.88
C -0.04 0.88 -2.10
C 0.44 -0.01 -3.06
C 0.95 0.44 -4.34
C 1.06 1.69 -4.79
C 1.62 1.96 -6.11
O 2.01 1.13 -6.90
O 1.65 3.28 -6.39
C 0.40 -1.37 -2.78
C -0.08 -1.81 -1.56
C -0.55 -0.93 -0.59
O -1.01 -1.54 0.53
C -1.18 -0.87 1.76
C 0.16 -0.40 2.35
O 0.05 -0.06 3.71
C -0.02 -1.04 4.66
C -0.18 -0.60 5.97
C -0.24 -1.49 7.01
C -0.15 -2.86 6.77
C 0.01 -3.30 5.47
C 0.07 -2.41 4.41
H -2.20 2.64 -2.02
H -2.31 4.17 -1.14
H -3.20 2.75 -0.58
H -0.15 3.07 -0.57
H -1.22 3.13 0.84
H -0.02 1.93 -2.32
H 1.29 -0.35 -5.00
H 0.77 2.57 -4.23
H 2.02 3.42 -7.27
H 0.75 -2.08 -3.51
H -0.11 -2.86 -1.33
H -1.86 -0.02 1.67
H -1.63 -1.62 2.42
H 0.92 -1.18 2.19
H 0.49 0.51 1.85
H -0.24 0.47 6.14
H -0.36 -1.13 8.02
H -0.20 -3.56 7.58
H 0.08 -4.36 5.27
H 0.20 -2.80 3.41

Spin multiplicity = 1
HOMO energy = -8.2 eV
LUMO level = -0.06 eV
Orbital gap = 8.12 eV
Energy relative to the best compared isomer or geometry (same formula, charge and spin) = 0.834 eV
SMILES = CCOc1cc(/C=C/C(=O)O)ccc1OCCOc1ccccc1

---

(6)
DFT (ωB97M-V/def2-TZVPD) results for one molecule with the formula C4H8O2 at a distorted geometry.

Cartesian coordinates (Å):
C 2.01 0.37 -0.08
C 0.90 -0.55 0.41
O 0.04 0.05 1.38
C -0.58 -0.49 0.24
C -1.42 0.38 -0.65
O -2.67 0.45 0.00
H 1.67 1.39 -0.25
H 2.52 0.01 -0.98
H 2.78 0.42 0.71
H 1.27 -1.55 0.68
H -1.31 -1.35 0.53
H -1.52 -0.09 -1.64
H -0.98 1.38 -0.80
H -2.71 -0.42 0.46

Spin multiplicity = 1
HOMO energy = -10.2 eV
LUMO level = 0.99 eV
Orbital gap = 11.24 eV
Energy relative to the best compared isomer or geometry (same formula, charge and spin) = 2.551 eV
SMILES = C[C@H]1O[C@H]1CO